Molecular formula: C28H55BFN2O6
Method: DFT, ωB97M-V with the def2-TZVPD basis set

```
93
Properties=species:S:1:pos:R:3:mulliken_charge:R:1
C -2.85 2.44 -2.09 -1.13
C -2.87 0.92 -1.57 0.93
C -2.20 -0.15 -2.47 -0.74
C -2.18 -1.62 -1.95 -0.27
C -2.83 -1.94 -0.56 0.39
C -2.74 -3.45 -0.05 -0.80
C -1.66 -3.55 1.12 -0.32
C -0.36 -2.73 1.27 0.55
C 0.28 -1.57 0.38 0.38
B 1.29 -2.14 -0.80 0.21
O 2.73 -2.14 -0.52 -0.48
O 0.83 -2.62 -2.07 -0.25
N 0.33 -3.18 2.47 0.00
C -0.42 -4.20 3.14 -0.18
N -1.59 -4.39 2.31 0.32
F -2.52 -5.30 2.66 -0.19
C -3.52 -0.88 0.34 -0.42
C -3.54 0.59 -0.20 -0.66
H -2.11 3.00 -1.41 0.33
H -2.46 2.44 -3.17 0.25
H -3.88 2.92 -2.03 0.33
H -1.71 0.06 -3.48 0.32
H -1.66 -2.42 -2.59 0.18
H -3.75 -3.81 0.35 0.41
H -2.42 -4.16 -0.89 0.35
H -0.47 -0.81 -0.03 -0.02
H 0.97 -0.97 1.09 -0.42
H 2.89 -2.91 0.07 0.31
H 0.48 -3.54 -1.98 0.25
H 1.22 -2.71 2.71 0.27
H -0.13 -4.70 4.11 0.41
H -3.96 -1.19 1.35 0.33
H -4.03 1.37 0.47 0.32
C 0.11 -4.77 -7.78 -1.08
C -0.49 -4.34 -6.45 -0.27
O 0.22 -4.84 -5.32 -0.44
C 1.58 -4.45 -5.21 -0.42
C 1.78 -2.95 -5.12 -0.82
H 0.15 -5.87 -7.85 0.29
H -0.49 -4.39 -8.61 0.40
H 1.13 -4.41 -7.91 0.27
H -1.51 -4.73 -6.38 0.37
H -0.57 -3.25 -6.40 0.26
H 2.16 -4.88 -6.03 0.35
H 1.96 -4.92 -4.29 0.34
H 1.43 -2.44 -6.02 0.32
H 2.84 -2.72 -5.00 0.40
H 1.23 -2.55 -4.27 0.08
C 0.91 0.35 5.59 -1.06
C 2.29 -0.27 5.52 -0.25
O 2.69 -0.61 4.19 -0.43
C 2.76 0.46 3.26 -0.14
C 3.74 1.54 3.66 -1.19
H 0.16 -0.32 5.16 0.28
H 0.64 0.56 6.63 0.40
H 0.85 1.29 5.04 0.26
H 2.28 -1.21 6.09 0.34
H 3.04 0.37 5.99 0.27
H 1.76 0.87 3.09 0.28
H 3.08 0.02 2.31 0.34
H 3.47 2.02 4.61 0.17
H 3.79 2.32 2.89 0.42
H 4.74 1.12 3.79 0.31
C -5.27 1.48 -6.45 -1.10
C -5.24 2.55 -5.37 -0.31
O -4.02 3.28 -5.34 -0.33
C -3.67 3.99 -6.52 -0.38
C -4.69 5.04 -6.92 -1.05
H -4.45 0.77 -6.31 0.29
H -6.22 0.93 -6.41 0.39
H -5.18 1.90 -7.45 0.27
H -5.34 2.07 -4.40 0.33
H -6.08 3.24 -5.47 0.31
H -3.48 3.29 -7.34 0.32
H -2.72 4.49 -6.31 0.32
H -5.66 4.59 -7.14 0.27
H -4.35 5.58 -7.81 0.38
H -4.84 5.76 -6.11 0.30
C 4.94 3.05 9.93 -1.07
C 5.15 2.68 8.47 -0.35
O 4.00 2.88 7.66 -0.33
C 3.51 4.22 7.58 -0.37
C 4.53 5.20 7.03 -1.05
H 4.10 2.49 10.35 0.30
H 5.84 2.84 10.51 0.39
H 4.71 4.11 10.05 0.26
H 5.38 1.61 8.42 0.30
H 6.01 3.20 8.05 0.32
H 3.14 4.54 8.56 0.36
H 2.64 4.19 6.92 0.33
H 5.42 5.27 7.65 0.26
H 4.08 6.20 6.96 0.39
H 4.85 4.89 6.03 0.26
```

Net charge ... +1
Orbital gap ... 7.638 eV
Relative energy (zero: lowest compared OMol25 entry of this formula, charge and spin) ... 147.9 kcal/mol
Highest occupied orbital energy ... -11.125 eV


Molecular formula: C11H19NO5
Method: DFT, ωB97M-V with the def2-TZVPD basis set

```
36
Properties=species:S:1:pos:R:3:mulliken_charge:R:1
C 3.01 -2.24 0.33 -0.99
N 2.15 -1.70 -0.71 -0.11
C 2.80 -0.75 -1.59 -0.90
C 2.40 0.67 -1.39 0.70
C 1.57 1.29 -0.56 0.83
C 0.67 0.76 0.51 -1.19
C -0.51 -0.08 -0.03 -0.62
C -1.88 0.60 0.09 -0.04
C -2.62 0.85 -1.23 -0.65
O -2.12 0.14 -2.35 -0.55
C 1.68 2.76 -0.84 0.25
O 1.34 3.68 -0.13 -0.55
O 2.32 2.90 -2.05 -0.29
C 3.04 1.72 -2.24 -0.18
O 4.04 1.68 -2.92 -0.54
H 4.02 -2.46 -0.02 0.32
H 3.03 -1.56 1.17 0.28
H 2.57 -3.16 0.70 0.36
H 1.73 -2.43 -1.25 0.26
H 2.56 -1.00 -2.63 0.42
H 3.88 -0.84 -1.53 0.38
H 1.25 0.24 1.26 0.35
H 0.25 1.63 1.01 0.47
H -0.53 -0.99 0.56 0.29
H -0.27 -0.39 -1.03 0.44
H -2.52 0.01 0.73 -0.07
H -1.78 1.55 0.61 0.42
H -2.64 1.89 -1.52 0.33
H -3.67 0.57 -1.09 0.30
H -2.21 -0.80 -2.21 0.31
C -3.81 -0.76 3.74 -0.58
O -4.03 -0.23 2.44 -0.48
H -3.33 0.01 4.33 0.23
H -4.75 -1.04 4.22 0.27
H -3.15 -1.64 3.70 0.26
H -4.46 -0.90 1.91 0.27
```

Orbital gap ... 9.220 eV
Relative energy (zero: lowest compared OMol25 entry of this formula, charge and spin) ... 0.0 kcal/mol
Highest occupied orbital energy ... -9.508 eV
SMILES string ... CNCC1=C(CCCCO)C(=O)OC1=O.CO


Molecular formula: C11H9N4O4S
Method: DFT, ωB97M-V with the def2-TZVPD basis set

```
29
Properties=species:S:1:pos:R:3:mulliken_charge:R:1
C 0.85 -1.79 2.78 -0.07
C 0.35 -0.79 2.35 -0.21
N -0.03 0.42 1.86 0.36
N -1.34 0.55 1.54 -0.24
C -1.52 1.76 1.03 -0.04
N -0.37 2.42 1.02 -0.55
C 0.56 1.59 1.54 0.57
N 1.85 1.89 1.69 -0.05
C 2.24 3.26 1.24 -0.74
S 3.08 0.92 2.35 -0.19
H 1.37 -2.65 3.15 0.43
H -2.01 -0.19 1.68 0.22
H -2.49 2.11 0.66 0.41
H 2.20 3.26 0.14 0.33
H 3.26 3.49 1.57 0.23
H 1.53 4.00 1.62 0.33
H 2.93 0.91 3.71 0.15
C -1.55 -3.02 -2.83 -0.73
C -2.52 -2.08 -2.49 0.33
C -1.95 -0.69 -2.16 0.43
O -2.67 0.29 -1.90 -0.78
C -0.52 -0.52 -2.14 -0.56
C 0.45 -1.46 -2.46 0.41
C -0.12 -2.83 -2.90 0.53
O 0.60 -3.76 -3.29 -0.74
O 1.69 -1.30 -2.43 -0.80
O -3.76 -2.25 -2.43 -0.79
H -1.87 -4.03 -3.08 0.36
H -0.21 0.48 -1.82 0.40
```

Net charge ... -1
Orbital gap ... 3.226 eV
Highest occupied orbital energy ... -2.119 eV


Molecular formula: C2H5N3OS2
Method: DFT, ωB97M-V with the def2-TZVPD basis set

```
13
Properties=species:S:1:pos:R:3:mulliken_charge:R:1
C 0.64 0.77 -0.27 0.60
C -0.51 -0.28 -0.01 0.14
H 2.30 -0.51 1.99 0.21
H 0.96 -2.16 0.62 0.30
H 2.73 0.80 -0.78 0.31
H -1.39 1.61 0.37 0.34
H -3.59 0.07 -1.59 0.12
N 2.21 -1.06 0.61 -0.65
N 1.87 0.16 -0.18 -0.07
N -1.62 0.55 0.34 -0.23
O 0.26 1.91 -0.67 -0.64
S -0.71 -1.77 -0.68 -0.27
S -3.15 -0.08 0.25 -0.15
```

Orbital gap ... 7.471 eV
Relative energy (zero: lowest compared OMol25 entry of this formula, charge and spin) ... 212.2 kcal/mol
Highest occupied orbital energy ... -8.921 eV


Molecular formula: C12H14BrN2
Method: DFT, ωB97M-V with the def2-TZVPD basis set

```
29
Properties=species:S:1:pos:R:3:mulliken_charge:R:1
Br -21.26 32.35 32.49 0.01
C -15.28 41.79 35.83 -0.81
N -15.80 40.63 35.07 0.02
C -15.66 40.60 33.70 -0.34
C -16.31 39.71 32.90 -0.68
C -17.07 38.72 33.53 1.07
C -17.12 38.66 34.94 -0.77
C -16.44 39.61 35.70 -0.23
C -17.84 37.77 32.75 0.92
C -18.03 36.43 33.18 -0.75
C -18.81 35.55 32.46 -0.16
N -19.26 35.87 31.21 0.06
C -19.11 37.10 30.76 0.00
C -18.43 38.09 31.52 -0.82
C -20.05 34.86 30.46 -0.86
H -15.45 41.60 36.89 0.28
H -15.83 42.67 35.49 0.36
H -14.22 41.80 35.55 0.37
H -15.00 41.34 33.28 0.47
H -16.21 39.92 31.85 0.37
H -17.75 37.92 35.41 0.51
H -16.42 39.61 36.78 0.40
H -17.57 35.98 34.04 0.46
H -18.82 34.50 32.74 0.36
H -19.40 37.36 29.75 0.40
H -18.13 39.02 31.06 0.34
H -20.95 34.77 31.07 0.34
H -19.35 34.02 30.55 0.35
H -20.24 35.13 29.42 0.31
```

Net charge ... +2
Orbital gap (spin up / spin down) ... 8.002 / 7.335 eV
Relative energy (zero: lowest compared OMol25 entry of this formula, charge and spin) ... 0.0 kcal/mol
Highest occupied orbital energy (spin up / spin down) ... -16.293 / -15.870 eV
Multiplicity ... 2


Molecular formula: C3H5N4O3
Method: DFT, ωB97M-V with the def2-TZVPD basis set

```
15
Properties=species:S:1:pos:R:3:mulliken_charge:R:1
C -0.10 -1.30 -0.60 0.34
C -0.80 -0.36 0.29 0.71
C 1.25 -0.62 -0.97 0.52
N -0.61 -0.59 1.53 -0.41
N 0.97 0.42 -1.69 -0.51
N -1.43 0.80 -0.20 -0.65
N -1.46 0.29 2.31 -0.58
O -0.55 -2.37 -0.93 -0.57
O 2.38 -1.05 -0.71 -0.83
O 2.14 0.89 -2.28 -0.45
H -1.37 1.41 0.61 0.23
H -0.78 1.05 -0.94 0.46
H -1.07 1.22 2.24 0.16
H -1.39 -0.02 3.38 0.26
H 2.81 0.23 -2.02 0.34
```

Net charge ... -1
Orbital gap ... 7.631 eV
Relative energy (zero: lowest compared OMol25 entry of this formula, charge and spin) ... 0.2 kcal/mol
Highest occupied orbital energy ... -3.828 eV
SMILES string ... N/N=C(\N)C(=O)/C([O-])=N/O